Here is a molecular structure, C26H48O2P2Tm from the Open Molecules 2025 dataset. Energies are from wB97M-V/def2-TZVPD.

Element x y z (Å)
Tm (-0.21096, 0.04875, 0.75020)
C (-2.10893, 1.69006, 0.83927)
C (-2.48278, 0.76370, -0.19238)
C (-2.34220, -0.43489, 1.78627)
C (-2.05723, 0.95733, 2.07273)
C (-2.63385, -0.54734, 0.39170)
C (-1.97767, 3.16308, 0.66787)
H (-1.57867, 3.41643, -0.32530)
H (-1.30796, 3.60771, 1.41655)
H (-2.94803, 3.68416, 0.76000)
C (-1.96746, 1.55662, 3.42360)
H (-1.66554, 2.60794, 3.37436)
H (-1.25024, 1.00732, 4.05170)
H (-2.93259, 1.52344, 3.95404)
C (-2.44278, -1.53610, 2.77577)
H (-3.47748, -1.68812, 3.11876)
H (-1.82614, -1.32669, 3.65793)
H (-2.11162, -2.49346, 2.34465)
C (-3.25734, -1.71188, -0.29261)
H (-4.36199, -1.67048, -0.23252)
H (-2.94648, -2.66532, 0.15067)
H (-2.99661, -1.74017, -1.36183)
C (-2.98007, 1.13690, -1.53724)
H (-3.98528, 1.60386, -1.49537)
H (-3.06281, 0.25748, -2.19033)
H (-2.30557, 1.84864, -2.03530)
C (1.42828, 0.56342, -2.62695)
C (0.38817, 1.41295, -2.77628)
C (-0.25758, 1.65138, -4.10429)
C (-1.14127, 0.51060, -4.71751)
C (-1.26933, -0.80495, -3.99699)
C (-0.21823, -1.63226, -3.86346)
C (1.13105, -1.30310, -4.44697)
C (2.00641, -0.19663, -3.78243)
H (0.49430, 1.89702, -4.87662)
H (-0.73230, 0.33193, -5.73310)
H (-0.88583, 2.55581, -4.02196)
H (2.30321, 0.48905, -4.59699)
H (1.94472, 0.45748, -1.66849)
H (0.02538, 2.02883, -1.94645)
H (2.94982, -0.66093, -3.45021)
H (1.72528, -2.23394, -4.44703)
H (-0.32131, -2.62108, -3.40261)
H (1.01482, -1.00727, -5.50922)
H (-2.15698, 0.92118, -4.85908)
H (-2.27864, -1.10208, -3.68685)
P (1.72545, 2.18409, 1.13055)
C (1.40467, 2.89571, 2.81235)
H (2.27208, 3.50075, 3.13315)
H (1.23446, 2.09694, 3.55906)
H (0.50868, 3.53492, 2.78375)
C (3.41933, 1.53362, 1.40144)
H (4.06431, 2.31301, 1.83808)
H (3.84663, 1.21032, 0.44417)
H (3.39961, 0.66951, 2.08212)
C (1.96425, 3.65820, 0.09252)
H (2.38360, 3.34570, -0.87196)
H (2.63775, 4.38560, 0.56354)
H (0.99109, 4.13264, -0.09068)
P (0.88022, -2.63636, 0.40946)
C (-0.25809, -3.86000, -0.33747)
H (0.30450, -4.71911, -0.74549)
H (-0.84000, -3.38710, -1.14485)
H (-0.96939, -4.21290, 0.42569)
C (2.44703, -2.81159, -0.53228)
H (2.22214, -2.85508, -1.61198)
H (2.99335, -3.72211, -0.23020)
H (3.08852, -1.93506, -0.34182)
C (1.30355, -3.43792, 1.99789)
H (1.54146, -4.49966, 1.86394)
H (0.46059, -3.35807, 2.69563)
H (2.17158, -2.94694, 2.45308)
C (2.30773, -0.91012, 4.30927)
C (0.90798, -0.59139, 3.87996)
O (0.00024, -0.54089, 4.72240)
O (0.73579, -0.37754, 2.56936)
H (2.58079, -0.20827, 5.10481)
H (3.03018, -0.87197, 3.48533)
H (2.30826, -1.89531, 4.78951)

Cartesian forces (eV/Å) of the 2 atoms listed first:
1.50 -0.26 -0.19
-0.54 -1.31 0.26

Its net charge is +1. The calculation puts the orbital gap (spin up / spin down) at 8.33 / 8.38 eV. As for the LUMO energy (spin up / spin down): -2.41 / -2.38 eV. Its spin multiplicity is 3. As for the HOMO energy (spin up / spin down): -10.748 / -10.765 eV.

Löwdin charges in e: atom 1 (Tm): 1.1910, atom 2 (C): -0.3138, atom 3 (C): -0.3032, atom 4 (C): -0.3258, atom 5 (C): -0.3081, atom 6 (C): -0.3052, atom 7 (C): -0.0357, atom 8 (H): 0.0741, atom 9 (H): 0.0599, atom 10 (H): 0.1063, atom 11 (C): -0.0170, atom 12 (H): 0.0726, atom 13 (H): 0.0624, atom 14 (H): 0.1072, atom 15 (C): -0.0198, atom 16 (H): 0.1045, atom 17 (H): 0.0699, atom 18 (H): 0.0740, atom 19 (C): -0.0280, atom 20 (H): 0.1096, atom 21 (H): 0.0669, atom 22 (H): 0.0678, atom 23 (C): -0.0246, atom 24 (H): 0.1121, atom 25 (H): 0.0578, atom 26 (H): 0.0652, atom 27 (C): -0.1231, atom 28 (C): -0.1208, atom 29 (C): -0.1733, atom 30 (C): -0.1709, atom 31 (C): -0.1147, atom 32 (C): -0.1090, atom 33 (C): -0.1775, atom 34 (C): -0.1793, atom 35 (H): 0.1185, atom 36 (H): 0.1161, atom 37 (H): 0.1098, atom 38 (H): 0.1191, atom 39 (H): 0.0699, atom 40 (H): 0.0802, atom 41 (H): 0.1053, atom 42 (H): 0.1072, atom 43 (H): 0.0922, atom 44 (H): 0.1161, atom 45 (H): 0.1110, atom 46 (H): 0.0940, atom 47 (P): 0.7690, atom 48 (C): -0.2347, atom 49 (H): 0.0610, atom 50 (H): 0.0451, atom 51 (H): 0.0355, atom 52 (C): -0.2541, atom 53 (H): 0.0611, atom 54 (H): 0.0427, atom 55 (H): 0.0227, atom 56 (C): -0.2663, atom 57 (H): 0.0440, atom 58 (H): 0.0588, atom 59 (H): 0.0399, atom 60 (P): 0.7809, atom 61 (C): -0.2688, atom 62 (H): 0.0621, atom 63 (H): 0.0206, atom 64 (H): 0.0500, atom 65 (C): -0.2609, atom 66 (H): 0.0406, atom 67 (H): 0.0604, atom 68 (H): 0.0386, atom 69 (C): -0.2569, atom 70 (H): 0.0633, atom 71 (H): 0.0525, atom 72 (H): 0.0384, atom 73 (C): -0.0069, atom 74 (C): -0.6136, atom 75 (O): 0.0327, atom 76 (O): -0.3096, atom 77 (H): 0.0995, atom 78 (H): 0.0637, atom 79 (H): 0.0979

---

Here is a molecular structure, C26H48OP2Tl from the Open Molecules 2025 dataset. Energies are from wB97M-V/def2-TZVPD.

Element x y z (Å)
Tl (0.12169, -0.63457, -0.24519)
C (-0.71904, -2.60984, 3.22114)
C (0.58377, -3.06235, 2.91538)
C (0.77875, -1.31004, 4.39266)
C (-0.60776, -1.50424, 4.10777)
C (1.51300, -2.24183, 3.61159)
C (-1.97985, -3.21273, 2.76991)
H (-1.94254, -3.49155, 1.71378)
H (-2.82523, -2.54003, 2.91480)
H (-2.20757, -4.13413, 3.32075)
C (-1.71334, -0.69055, 4.61380)
H (-2.61004, -1.30555, 4.75338)
H (-1.98220, 0.11386, 3.91107)
H (-1.47405, -0.23057, 5.58117)
C (1.35222, -0.35858, 5.35837)
H (0.80967, -0.39587, 6.31216)
H (1.31875, 0.68206, 5.00297)
H (2.40416, -0.59770, 5.57465)
C (2.98670, -2.39479, 3.57835)
H (3.33536, -3.14994, 4.31263)
H (3.47877, -1.43774, 3.81778)
H (3.32407, -2.72573, 2.57664)
C (0.92145, -4.23359, 2.07384)
H (1.07903, -5.13162, 2.69655)
H (1.85096, -4.05994, 1.51333)
H (0.11196, -4.45918, 1.36668)
C (-1.52881, 1.54052, -3.72240)
C (-2.14153, 0.21125, -3.96344)
C (-1.47013, -0.72763, -4.94034)
C (-0.00989, -1.09971, -4.44021)
C (0.27961, -0.53540, -3.04438)
C (1.20754, 0.66599, -3.01405)
C (1.05245, 1.55754, -4.25869)
C (-0.40044, 2.03431, -4.60420)
H (-1.46554, -0.27057, -5.94238)
H (0.68600, -0.72106, -5.19315)
H (-2.06851, -1.63918, -5.03163)
H (-0.58873, 1.88610, -5.68173)
H (-2.23514, 2.35252, -3.48196)
H (-3.22943, 0.06245, -3.81421)
H (-0.43029, 3.13156, -4.58107)
H (1.63631, 2.46725, -4.09846)
H (2.29820, 0.42815, -2.92370)
H (1.57251, 1.11791, -5.13574)
H (0.07109, -2.19505, -4.43027)
H (0.61890, -1.32333, -2.36596)
P (-1.37074, 0.13690, -2.41540)
C (-2.69957, 0.83009, -1.45804)
C (-1.71047, -1.85765, -2.18877)
P (1.92240, 2.17990, -0.78826)
C (0.33812, 1.91135, -1.54025)
C (2.96473, 0.58928, -0.81572)
C (2.96710, 3.12370, -1.98046)
H (-2.34309, 1.13154, -0.47833)
H (-3.37846, -0.02142, -1.40639)
H (-3.18178, 1.65362, -1.99543)
H (-1.91035, -2.36387, -3.15751)
H (-2.56469, -2.03725, -1.49411)
H (-0.91144, -2.49173, -1.71738)
H (2.73503, 2.80302, -2.99850)
H (4.02528, 2.92189, -1.75444)
H (2.75302, 4.19544, -1.84051)
H (-0.48105, 2.16314, -0.84737)
H (0.14685, 2.57891, -2.38988)
H (3.49275, 0.47186, 0.14650)
H (3.74229, 0.64337, -1.61090)
H (2.36700, -0.32800, -1.02652)
C (-1.91549, 3.12459, 2.18153)
C (-0.64617, 2.25587, 1.85819)
C (0.22683, 2.18890, 3.12260)
O (-0.96822, 1.03425, 1.31003)
H (-2.44611, 2.66798, 3.04868)
H (-2.60802, 3.13663, 1.32237)
H (-1.63927, 4.17505, 2.42877)
H (-0.01243, 2.79644, 1.09245)
H (-0.32666, 1.79434, 3.98466)
H (1.10254, 1.55877, 2.95011)
H (0.56716, 3.20626, 3.36030)

Cartesian forces (eV/Å) of the 2 atoms listed first:
-0.32 0.58 3.34
-0.11 0.08 0.17

Its net charge is +1. The calculation puts the orbital gap (spin up / spin down) at 3.56 / 3.56 eV. As for the LUMO energy (spin up / spin down): -5.63 / -5.63 eV. As for the HOMO energy (spin up / spin down): -9.188 / -9.186 eV.

Löwdin charges in e: atom 1 (Tl): 0.9638, atom 2 (C): -0.1349, atom 3 (C): -0.1553, atom 4 (C): -0.1095, atom 5 (C): -0.0949, atom 6 (C): -0.1312, atom 7 (C): 0.0076, atom 8 (H): 0.0930, atom 9 (H): 0.0920, atom 10 (H): 0.1185, atom 11 (C): 0.0124, atom 12 (H): 0.0990, atom 13 (H): 0.1069, atom 14 (H): 0.1014, atom 15 (C): 0.0038, atom 16 (H): 0.1067, atom 17 (H): 0.0857, atom 18 (H): 0.0931, atom 19 (C): 0.0008, atom 20 (H): 0.1200, atom 21 (H): 0.0944, atom 22 (H): 0.0946, atom 23 (C): 0.0014, atom 24 (H): 0.1181, atom 25 (H): 0.0910, atom 26 (H): 0.0890, atom 27 (C): -0.2724, atom 28 (C): -0.3690, atom 29 (C): -0.1546, atom 30 (C): -0.1369, atom 31 (C): -0.4559, atom 32 (C): -0.1830, atom 33 (C): -0.1833, atom 34 (C): -0.1612, atom 35 (H): 0.1154, atom 36 (H): 0.1037, atom 37 (H): 0.1015, atom 38 (H): 0.1158, atom 39 (H): 0.1198, atom 40 (H): 0.1431, atom 41 (H): 0.1142, atom 42 (H): 0.0734, atom 43 (H): 0.1068, atom 44 (H): 0.1274, atom 45 (H): 0.1159, atom 46 (H): 0.0159, atom 47 (P): 0.6926, atom 48 (C): -0.1789, atom 49 (C): -0.2175, atom 50 (P): 0.8326, atom 51 (C): -0.3890, atom 52 (C): -0.3436, atom 53 (C): -0.2763, atom 54 (H): 0.0179, atom 55 (H): 0.0568, atom 56 (H): 0.0729, atom 57 (H): 0.0470, atom 58 (H): 0.0364, atom 59 (H): -0.0072, atom 60 (H): 0.0024, atom 61 (H): 0.0473, atom 62 (H): 0.0462, atom 63 (H): 0.0262, atom 64 (H): 0.0488, atom 65 (H): 0.0344, atom 66 (H): 0.0452, atom 67 (H): -0.0549, atom 68 (C): -0.0590, atom 69 (C): -0.6429, atom 70 (C): -0.0827, atom 71 (O): -0.4463, atom 72 (H): 0.0699, atom 73 (H): 0.0649, atom 74 (H): 0.0797, atom 75 (H): 0.0726, atom 76 (H): 0.0534, atom 77 (H): 0.0610, atom 78 (H): 0.0862

---

Here is a molecular structure, C26H49BiF6N3O9PS3Si2 from the Open Molecules 2025 dataset. Energies are from wB97M-V/def2-TZVPD.

Element x y z (Å)
Bi (-0.61664, -0.83685, -0.71080)
F (-2.50279, -4.02879, -2.88235)
C (-3.67623, -4.27835, -2.19708)
F (-3.60916, -5.53424, -1.65387)
F (-4.75660, -4.24178, -3.04508)
S (-3.95006, -2.81728, -0.90081)
O (-3.02329, -1.72921, -1.24143)
O (-5.31456, -2.41915, -1.14197)
N (-3.77913, -3.46766, 0.51669)
S (-2.65938, -3.08371, 1.54179)
O (-1.98295, -4.22588, 2.12677)
O (-1.84701, -1.83683, 1.40248)
C (-3.82233, -2.55610, 3.00709)
F (-4.56669, -1.45736, 2.67078)
F (-4.64656, -3.56496, 3.37922)
F (-3.02479, -2.22383, 4.10777)
C (3.28166, 1.20974, -3.63116)
Si (2.28990, -0.34183, -3.05569)
C (1.95375, -1.41262, -4.62356)
C (3.41738, -1.20938, -1.76371)
N (0.77770, 0.36634, -2.35470)
C (-0.01052, 1.00970, -3.26763)
C (0.45131, 1.57902, -4.48864)
C (-0.25299, 2.49576, -5.27667)
C (-1.60633, 2.66905, -5.07398)
C (-2.17177, 1.89890, -4.04669)
C (-1.44979, 1.26234, -3.01470)
N (-2.02025, 0.91760, -1.85891)
Si (-3.69212, 1.51636, -1.46777)
C (-3.98562, 0.91937, 0.35431)
C (-3.71307, 3.41698, -1.68206)
C (-4.94261, 0.91188, -2.76556)
H (3.29773, 1.35464, -4.70384)
H (4.32898, 1.14656, -3.29102)
H (2.84354, 2.07343, -3.15648)
H (2.93482, -1.85253, -4.87780)
H (1.64877, -0.80014, -5.45075)
H (1.24324, -2.22605, -4.53428)
H (4.40251, -1.29220, -2.28486)
H (3.09350, -2.20468, -1.44471)
H (3.60161, -0.56837, -0.91093)
H (1.45589, 1.30929, -4.79301)
H (0.24377, 3.06758, -6.03870)
H (-2.17913, 3.38207, -5.63501)
H (-3.26772, 1.90708, -3.96308)
H (-3.06800, 0.95132, 0.95943)
H (-4.47748, -0.05371, 0.44724)
H (-4.67141, 1.63620, 0.78643)
H (-2.91070, 3.96505, -1.17162)
H (-4.65696, 3.85166, -1.37282)
H (-3.60251, 3.69192, -2.72739)
H (-5.89832, 0.70248, -2.29383)
H (-4.67470, -0.00133, -3.28401)
H (-5.11640, 1.66597, -3.51968)
C (-0.58148, 4.06869, 1.70533)
C (-0.22908, 3.22848, 0.52571)
C (0.30027, 4.02502, -0.64547)
O (-0.33949, 1.98146, 0.50124)
H (-1.56349, 4.56226, 1.50675)
H (0.15346, 4.88063, 1.81290)
H (-0.68034, 3.46692, 2.62372)
H (1.30581, 4.39639, -0.42880)
H (-0.34955, 4.87762, -0.87323)
H (0.33061, 3.32418, -1.48030)
O (0.88418, -2.48842, 0.04637)
S (0.79285, -3.41649, -1.19567)
O (1.99013, -3.76654, -1.90183)
O (-0.06887, -2.30791, -2.14059)
O (-0.09621, -4.55386, -0.99399)
C (4.43695, -1.28178, 3.96792)
C (3.31957, -1.94912, 3.16718)
C (3.80965, -2.59511, 1.86635)
P (1.91093, -0.82881, 2.69470)
C (2.45602, 0.93548, 2.57791)
C (3.34116, 1.11052, 1.34239)
C (3.05952, 1.53432, 3.83374)
C (0.75498, -0.81917, 4.13477)
C (-0.00728, 0.48387, 4.41446)
C (1.28364, -1.40391, 5.47484)
H (5.19409, -2.04067, 4.15329)
H (4.13311, -0.95312, 4.96927)
H (4.94097, -0.48607, 3.40929)
H (2.85008, -2.74221, 3.79824)
H (4.37302, -1.86586, 1.29683)
H (3.02850, -3.04766, 1.23118)
H (4.52906, -3.39362, 2.14361)
H (1.48509, 1.42890, 2.37011)
H (4.25898, 0.54232, 1.39729)
H (3.63784, 2.19551, 1.27368)
H (2.75373, 0.82329, 0.41538)
H (4.15294, 1.65661, 3.72398)
H (2.89648, 0.96057, 4.75250)
H (2.72454, 2.55795, 4.03545)
H (0.05589, -1.53747, 3.67600)
H (0.66171, 1.25607, 4.74632)
H (-0.70270, 0.33550, 5.25067)
H (-0.56193, 0.83677, 3.54804)
H (1.99798, -0.69409, 5.97916)
H (1.80897, -2.35814, 5.38979)
H (0.44822, -1.55275, 6.20218)

Cartesian forces (eV/Å) of the 2 atoms listed first:
0.54 2.88 -2.07
-2.44 -0.61 1.03

Its net charge is -2. The calculation puts the orbital gap at 4.63 eV. As for the LUMO energy: 3.92 eV. As for the HOMO energy: -0.712 eV.

Here are the Löwdin charges for atoms 1 to 99, given in e: atom 1 (Bi): 1.8999, atom 2 (F): 0.0938, atom 3 (C): -0.4978, atom 4 (F): 0.0970, atom 5 (F): 0.0785, atom 6 (S): 0.6236, atom 7 (O): -0.4353, atom 8 (O): -0.2994, atom 9 (N): -0.3039, atom 10 (S): 0.6329, atom 11 (O): -0.2842, atom 12 (O): -0.4687, atom 13 (C): -0.5450, atom 14 (F): 0.0852, atom 15 (F): 0.0971, atom 16 (F): 0.0548, atom 17 (C): -0.1986, atom 18 (Si): 0.5099, atom 19 (C): -0.1610, atom 20 (C): -0.1704, atom 21 (N): -0.1930, atom 22 (C): -0.3680, atom 23 (C): -0.1103, atom 24 (C): -0.1662, atom 25 (C): -0.1572, atom 26 (C): -0.1126, atom 27 (C): -0.3896, atom 28 (N): -0.1916, atom 29 (Si): 0.5117, atom 30 (C): -0.1653, atom 31 (C): -0.1740, atom 32 (C): -0.1883, atom 33 (H): 0.0099, atom 34 (H): 0.0132, atom 35 (H): 0.0144, atom 36 (H): 0.0217, atom 37 (H): 0.0007, atom 38 (H): 0.0168, atom 39 (H): 0.0330, atom 40 (H): -0.0177, atom 41 (H): -0.0151, atom 42 (H): 0.0258, atom 43 (H): 0.0668, atom 44 (H): 0.0676, atom 45 (H): 0.0432, atom 46 (H): 0.0177, atom 47 (H): 0.0034, atom 48 (H): 0.0017, atom 49 (H): 0.0093, atom 50 (H): 0.0077, atom 51 (H): 0.0108, atom 52 (H): 0.0155, atom 53 (H): 0.0339, atom 54 (H): 0.0077, atom 55 (C): -0.0348, atom 56 (C): -0.4722, atom 57 (C): -0.0141, atom 58 (O): -0.0368, atom 59 (H): 0.0965, atom 60 (H): 0.0808, atom 61 (H): 0.0787, atom 62 (H): 0.0846, atom 63 (H): 0.0825, atom 64 (H): 0.0800, atom 65 (O): -0.5947, atom 66 (S): 0.3845, atom 67 (O): -0.3339, atom 68 (O): -0.5977, atom 69 (O): -0.3435, atom 70 (C): -0.1287, atom 71 (C): -0.5449, atom 72 (C): -0.1338, atom 73 (P): 1.0872, atom 74 (C): -0.5723, atom 75 (C): -0.1309, atom 76 (C): -0.1479, atom 77 (C): -0.5395, atom 78 (C): -0.1148, atom 79 (C): -0.1257, atom 80 (H): 0.0627, atom 81 (H): 0.0595, atom 82 (H): 0.0631, atom 83 (H): 0.0966, atom 84 (H): 0.0557, atom 85 (H): 0.0628, atom 86 (H): 0.0753, atom 87 (H): 0.0744, atom 88 (H): 0.0485, atom 89 (H): 0.0858, atom 90 (H): 0.0756, atom 91 (H): 0.0695, atom 92 (H): 0.0445, atom 93 (H): 0.0679, atom 94 (H): 0.0777, atom 95 (H): 0.0452, atom 96 (H): 0.0749, atom 97 (H): 0.0679, atom 98 (H): 0.0688, atom 99 (H): 0.0484

---

Number 1: F_max 0.043 hartree/bohr, energy -79940.090 eV. Number 2: F_max 0.071 hartree/bohr, energy -53042.029 eV. Number 3: F_max 0.084 hartree/bohr, energy -130352.037 eV.